Record 1
37
Properties=species:S:1:pos:R:3:forces:R:3 method="wB97M-V/def2-TZVPD" charge=0 homo_energy_ev=-9.328 smiles="O=[N+]([O-])c1cc([N+](=O)[O-])c2nnnn2c1.COC(=O)[C@H]1CCCN1" lumo_energy_ev=-1.99 gap_ev=7.34 e_above_lowest_kj_mol=0.0 e_tot_ha=-1261.43579
O -1.926287 -1.329304 3.217744 -0.4 1.4 0.2
O 4.035359 -3.360365 -0.809066 -2.6 -0.4 -0.3
O 2.656654 -3.880013 -2.438285 0.2 0.5 2.2
O -2.910501 -3.768569 0.424060 1.8 -0.1 -1.7
O -2.471060 -0.304971 5.125092 0.3 -0.5 -0.8
O -2.165206 -4.306102 -1.580210 0.7 1.0 2.2
N 1.148561 -2.779151 3.078619 0.8 0.2 -0.1
N 2.895413 -3.596481 -1.240820 1.7 -0.4 -2.1
N 2.453684 -2.844317 3.096816 -1.7 -0.2 -1.4
N 0.763298 -2.971940 1.776713 0.5 0.0 -0.3
N -1.998431 -3.854640 -0.427938 -2.8 -0.6 -0.7
N 2.965943 -3.086977 1.861030 -1.1 -0.1 -0.4
N -1.968141 0.921285 1.810021 0.7 0.3 -1.1
C -2.566292 1.008409 3.101581 -0.4 -0.3 0.4
C -2.278601 -0.309490 3.796184 0.0 -0.7 0.0
C -1.810862 2.283834 1.288196 -0.7 0.4 -0.1
C -0.517560 -3.012383 1.292737 0.5 -1.2 -0.3
C 1.910494 -3.194991 1.029140 0.7 0.3 0.9
C -0.680441 -3.443889 -0.014703 1.4 0.0 1.3
C 1.734472 -3.527330 -0.360356 -1.0 0.4 0.7
C -2.139056 -1.618253 5.635598 0.0 -0.1 0.5
C -1.986689 2.282604 3.745664 0.2 -0.5 0.0
C 0.445756 -3.707409 -0.841256 0.9 0.1 -0.2
C -1.624534 3.173994 2.541763 0.0 -0.1 0.0
H -2.686567 -2.381658 5.066513 0.1 0.2 0.4
H 0.287757 -4.070179 -1.857188 0.1 0.3 0.2
H -0.960240 2.404141 0.602663 -0.3 -0.4 0.1
H -2.272919 4.056255 2.499104 0.3 -0.1 -0.1
H -2.733994 2.598051 0.757334 0.4 0.0 0.1
H -1.076467 2.019952 4.297837 -0.3 0.1 0.0
H -3.666062 1.116059 3.029314 0.1 -0.1 0.3
H -0.583897 3.497691 2.625407 -0.2 0.1 0.0
H -1.316994 -2.875827 2.003735 0.0 0.2 0.0
H -1.060493 -1.791131 5.501437 -0.4 0.0 0.2
H -2.487420 0.294346 1.195493 0.3 0.3 0.2
H -2.709489 2.733767 4.429778 0.2 -0.1 -0.1
H -2.428276 -1.597310 6.686824 0.1 -0.1 -0.2



Record 2
10
Properties=species:S:1:pos:R:3:forces:R:3 method="wB97M-V/def2-TZVPD" charge=0 homo_energy_ev=-7.871 smiles="C=[PH2][PH2]=S" lumo_energy_ev=0.31 gap_ev=8.18 e_above_lowest_kj_mol=260.3 e_tot_ha=-1122.46027
S 2.428801 0.180923 -0.331699 0.3 0.8 0.0
P 0.740504 -0.316657 -1.128493 1.5 -0.2 -0.9
P -0.955455 0.087312 0.170853 2.4 0.3 2.0
C -0.308911 0.155410 1.747973 -1.0 -0.4 -1.0
H 0.285337 0.184507 -2.401635 0.1 0.2 0.7
H 0.695042 0.555134 1.821478 0.0 0.0 -0.3
H -0.980066 0.426745 2.545936 -0.2 -0.2 0.1
H -1.838213 -0.895568 -0.210487 -0.9 0.0 -0.1
H -1.094827 1.205246 -0.648257 -1.2 0.5 -0.5
H 1.027789 -1.583053 -1.565669 -0.9 -1.1 -0.1



Record 3
37
Properties=species:S:1:pos:R:3:forces:R:3 method="wB97M-V/def2-TZVPD" charge=-1 homo_energy_ev=-3.457 lumo_energy_ev=3.02 gap_ev=6.47 e_tot_ha=-3731.02427
As 0.878637 0.120468 -0.064817 -1.4 0.4 1.1
Cl -0.416267 -2.623124 -2.414956 0.8 0.7 0.1
P 2.860110 1.222728 0.383202 2.5 0.9 0.5
O 2.654862 2.923859 0.571795 -0.6 -0.8 1.1
O -2.387365 0.121194 1.061056 -1.7 -0.1 -1.6
O -4.633371 -0.279324 1.227466 3.0 -0.4 -2.1
O 2.202945 -2.954478 -2.290305 -4.0 3.0 0.4
C 1.623852 -1.582860 0.821544 -0.8 -2.2 2.5
C -3.684922 -1.211735 -0.831811 1.8 0.4 -0.2
C 0.633737 -2.479076 1.386961 1.7 0.9 -0.6
C -3.597445 -0.415025 0.543883 -2.5 0.2 1.8
C 1.309737 -2.072711 -2.172594 5.1 -1.3 -0.1
C -1.600755 1.582516 -0.918337 0.2 1.2 0.1
C 3.331219 0.622934 2.146590 -0.7 0.9 0.9
C 1.748354 -0.573773 -1.802609 0.8 -1.9 -1.5
C 0.026907 1.712695 -0.982049 -2.0 1.3 -1.2
C -2.151776 1.476575 0.591623 0.9 1.4 -0.3
H 0.264402 1.795579 -2.107448 -0.1 -0.1 1.7
H 2.112658 3.136919 1.365908 0.3 -0.2 -0.8
H 2.734465 -1.829075 0.910525 -1.4 -0.6 -1.9
H -4.376983 -0.642365 -1.539956 0.8 -0.9 1.1
H -2.633895 -1.236874 -1.301628 -1.6 0.0 0.7
H 2.390237 0.313376 2.745112 1.3 0.1 -0.9
H 0.109363 -2.211450 2.375261 -0.6 0.4 -2.5
H 1.626519 0.136888 -2.683517 -0.3 -1.0 1.1
H -2.006069 0.786906 -1.624221 0.6 0.8 1.1
H 0.263292 2.728272 -0.522720 0.0 -1.3 -0.4
H 4.117817 -0.197504 2.136818 -1.1 1.0 -0.1
H -3.064514 2.159702 0.776981 1.0 -1.4 -0.4
H -3.990138 -2.307704 -0.711121 0.1 1.8 0.2
H 0.375860 0.551011 1.356667 -0.5 0.4 0.4
H 3.757350 1.528695 2.724893 -0.4 -1.3 -1.0
H 0.364503 -3.466507 0.884467 1.4 0.5 1.6
H -0.404659 -0.705225 -0.374372 0.1 0.1 0.0
H -1.998385 2.591853 -1.320140 0.4 -1.5 0.5
H 2.881400 -0.642067 -1.606079 -1.8 -0.2 -0.5
H -1.321681 1.918704 1.257927 -1.3 -1.0 -0.9